A molecular structure, C5H15InNO2 in a non-equilibrium geometry. Source: the Open Molecules 2025 dataset; level of theory: ωB97M-V/def2-TZVPD.

Computed properties:
LUMO = -0.6788 Eh
Kohn-Sham gap = 3.9 eV
calculated total energy = -16147.65902 eV
ΔE to the lowest compared entry with this formula, charge and spin = 76.2 kcal/mol
highest occupied orbital energy = -0.822 Eh
maximum force = 3.37 eV/Å

```
! RIJCOSX wB97M-V def2-TZVPD def2/J DEFGRID3
* xyz 3 1
In -2.779 -1.710 0.187
C 0.316 2.024 -2.136
C -0.101 0.905 -1.109
C -0.896 1.400 0.125
O -1.069 0.467 1.178
C 0.075 0.578 1.976
N -0.764 -0.159 -1.773
H 0.883 2.820 -1.655
H -0.541 2.440 -2.666
H 1.140 1.716 -2.780
H 0.772 0.411 -0.681
H -1.902 1.693 -0.177
H -0.476 2.380 0.347
H 1.010 0.359 1.458
H 0.035 -0.147 2.788
H 0.123 1.513 2.534
H -0.119 -0.449 -2.494
H -1.402 0.371 -2.349
C 1.058 -2.917 1.522
O 0.112 -2.381 0.573
H 2.047 -2.484 1.371
H 0.675 -2.812 2.537
H 1.142 -3.991 1.356
H 0.660 -2.027 -0.131
*
```

Results of the natural (NBO) charge analysis, in e, for atoms 1 through 4: number 1, In, carries 1.26; number 2, C, carries -0.62; number 3, C, carries -0.04; number 4, C, carries -0.11